Molecular formula: C20H31N5O3
Method: DFT, wB97M-V/def2-TZVPD

```
59
Properties=species:S:1:pos:R:3:forces:R:3
O 0.3785 -0.6305 3.4482 0.903 0.438 0.585
O -1.2465 -1.7085 1.1248 2.646 -0.298 -1.293
O -0.6048 -3.3552 3.4462 -0.938 -1.679 0.179
N 2.2638 -1.8751 -0.9689 0.909 -0.675 -0.132
N 2.9148 -0.3167 1.9908 1.178 -3.265 1.316
N -1.1491 4.6304 1.4234 0.434 0.799 0.160
N 0.2591 0.2982 -4.2308 0.134 1.994 0.782
N -3.6489 0.9318 0.2477 -0.007 -1.897 0.921
C 4.7269 0.3472 0.9170 0.233 -0.576 -0.352
C 5.0478 -0.9780 1.4153 -1.944 1.736 -0.284
C -0.6959 1.9473 -3.0505 -0.718 -0.775 -0.509
C -0.1960 4.2766 0.4741 -0.908 -1.430 -0.116
C 1.1383 -3.6314 -1.7898 0.100 1.027 -0.516
C -3.9275 0.2860 -0.9184 -1.453 -2.144 0.833
C 2.3203 -3.2377 -1.2093 -0.566 0.581 -0.151
C -0.1635 2.8918 0.4025 -1.698 0.125 0.868
C -1.7250 3.4832 2.0003 1.745 0.531 -1.402
C -4.5031 -0.9650 -0.5869 0.398 0.213 -1.293
C -1.1590 2.3846 1.3735 1.514 1.993 -0.271
C 1.2658 1.1384 -3.8104 -1.503 0.705 0.495
C 3.8886 -1.2988 2.0776 -0.699 -1.520 1.053
C -4.4962 -1.0743 0.8276 0.495 0.055 -1.045
C 1.1213 -1.3683 -1.4935 -0.881 -0.470 -0.323
C 0.4029 -2.4250 -2.0449 -1.145 -0.418 0.050
C -3.8827 0.0307 1.3144 -0.727 1.843 -1.259
C 3.4233 0.6611 1.2892 0.729 4.186 -0.961
C -0.9441 0.7928 -3.7783 0.052 0.196 0.568
C 0.6841 2.1697 -3.0939 1.218 -0.372 -0.440
H -1.1959 1.3818 1.7255 -0.449 -0.599 -0.081
H -2.0826 -1.3970 0.8139 -1.177 0.380 -0.396
H -3.3067 1.8609 0.3906 0.400 0.192 -0.189
H 2.0593 -0.4273 2.5239 -0.414 0.530 -0.102
H -2.3827 3.5679 2.8310 -0.330 0.021 0.392
H -1.4408 2.5323 -2.5347 0.005 0.071 -0.142
H -4.8370 -1.7599 -1.3114 0.434 1.199 0.894
H 3.2551 -3.7425 -1.2144 0.435 -0.430 0.758
H 0.8828 -0.3203 -1.4747 0.056 0.154 0.095
H 0.3851 -1.4800 3.9043 -0.284 -0.158 -0.143
H -0.6275 -1.6888 0.3098 -1.357 -0.156 1.712
H -1.9012 0.3319 -3.9773 0.277 -0.209 -0.043
H 2.2826 1.0051 -4.0538 0.789 -0.388 -0.239
H 3.0010 -1.3719 -0.4658 -0.503 -0.082 -0.419
H 5.4031 0.9346 0.3221 -0.119 0.327 -0.016
H -0.9993 -3.1330 2.5779 0.218 -0.016 0.351
H -0.9964 -4.2430 3.7075 0.769 1.778 -0.567
H -4.8812 -1.8617 1.4172 -0.213 -0.692 0.408
H 1.2507 2.9944 -2.7024 -0.067 0.155 0.187
H -3.8443 0.3452 2.3178 0.347 0.455 0.908
H 0.4743 -0.6095 -4.5203 -0.151 -1.381 -0.653
H -0.2938 -0.6990 2.7785 -0.594 -0.386 -0.597
H -1.1741 5.6187 1.7652 -0.446 -1.715 -0.312
H 0.2959 2.2655 -0.3540 0.258 0.288 0.265
H 0.8373 -4.6205 -2.1018 0.247 0.062 -0.006
H 0.2219 4.9784 -0.2448 -0.001 0.021 0.602
H 3.6438 -2.1608 2.6904 0.139 -0.025 -0.301
H -0.5936 -2.4271 -2.5753 1.317 0.390 0.857
H 2.9090 1.6720 1.3226 0.719 -1.487 -0.604
H 5.9333 -1.5689 1.2516 -0.052 0.063 0.174
H -3.7713 0.6171 -1.9164 0.246 0.737 -0.253
```
Positions in Å, forces in eV/Å.

## Properties
SMILES: c1cc[nH]c1.c1cc[nH]c1.c1cc[nH]c1.c1cc[nH]c1.c1cc[nH]c1.O.O.O
E_HOMO: -0.2939 Ha
2S+1: 1
Orbital gap: 8.671 eV